Entry 1:
17
Properties=species:S:1:pos:R:3:forces:R:3 method="wB97M-V/def2-TZVPD" multiplicity=1 e_lumo_ha="0.036 / 0.035" energy_ev=-8427.385
O 0.1019 -0.8968 1.9159 0.0 -0.2 0.6
C 1.2201 -0.7391 1.2812 0.6 0.2 -0.4
C 1.3204 -0.2916 -0.1338 0.0 -0.1 -0.1
C 0.6502 1.0607 -0.4802 0.0 0.0 0.0
C -0.5029 1.0238 -1.4520 -0.1 -0.1 -0.1
C -1.0901 -0.0421 -1.9904 0.1 0.1 0.1
C -1.1357 -0.6812 1.5644 -0.5 0.1 -0.3
H 2.0713 -1.0807 1.8534 -0.1 0.1 -0.1
H 2.3922 -0.2180 -0.3448 -0.2 0.0 0.0
H 0.9460 -1.0749 -0.8124 0.0 0.1 0.1
H 1.4074 1.7390 -0.8946 -0.1 -0.1 0.1
H 0.3048 1.5553 0.4392 0.0 -0.1 -0.1
H -0.8903 2.0076 -1.7182 0.0 -0.1 0.0
H -1.9287 0.0626 -2.6725 0.1 0.1 0.1
H -0.7786 -1.0597 -1.7723 0.0 0.1 0.0
H -1.3813 -0.2871 0.5879 0.1 -0.1 0.1
H -1.8559 -0.9013 2.3375 0.1 0.0 -0.1

Entry 2:
17
Properties=species:S:1:pos:R:3:forces:R:3 method="wB97M-V/def2-TZVPD" multiplicity=1 e_lumo_ha=0.038 energy_ev=-8428.995
C 1.5755 -0.9222 -0.6665 -0.5 -0.5 -0.5
C 0.3374 -0.7320 -0.2015 0.1 -0.3 -0.4
C -0.6290 0.2374 -0.7552 0.2 0.0 -0.1
C -2.0631 -0.2188 -0.8884 -0.1 0.0 -0.2
C -1.7125 0.8376 0.1068 0.0 0.1 0.2
H 1.9492 -0.3526 -1.5159 0.0 0.0 0.2
H 2.1782 -1.7667 -0.3452 0.0 0.3 0.2
H -0.0390 -1.3543 0.6160 0.1 0.1 -0.2
H -0.2534 0.8689 -1.5577 0.0 -0.1 0.1
H -2.5845 0.0814 -1.7904 0.0 -0.1 0.1
H -2.3072 -1.2148 -0.5222 0.1 0.3 -0.1
H -1.9976 1.8651 -0.1066 0.0 -0.2 0.1
H -1.7191 0.5617 1.1570 0.0 0.1 -0.1
C 1.8041 0.4673 1.5805 0.2 1.4 1.1
O 1.7425 -0.1867 2.5935 0.0 -0.1 -0.6
H 2.7617 0.7668 1.1108 0.1 -0.5 -0.1
H 0.9569 1.0620 1.1849 0.0 -0.3 0.2

Entry 3:
17
Properties=species:S:1:pos:R:3:forces:R:3 method="wB97M-V/def2-TZVPD" multiplicity=1 e_lumo_ha=0.032 energy_ev=-8428.258
C -2.3301 -0.4719 -0.8484 0.5 0.3 0.1
C -1.4014 0.2453 -0.1943 -3.2 1.8 0.1
C -1.1850 0.1082 1.2849 0.9 -0.3 -0.2
O -1.1194 1.5460 -0.6513 0.7 -1.0 0.0
H -2.9902 -1.1433 -0.3312 0.4 -0.7 0.1
H -2.6441 -0.2233 -1.8505 0.1 0.1 -0.2
H -1.9540 -0.5116 1.7362 0.0 -0.2 -0.1
H -0.2106 -0.3518 1.4472 0.0 0.0 0.3
H -1.1820 1.0684 1.7972 0.0 0.1 -0.2
H -1.5056 1.6630 -1.5297 0.0 -0.2 0.2
C 1.5653 1.1233 -0.5918 0.3 -1.6 0.3
C 1.9012 -0.0050 -0.2980 0.7 2.1 -0.3
C 2.7941 -1.0708 0.1303 -0.2 -0.6 0.1
H 1.1524 2.0619 -0.8337 -0.1 0.3 -0.1
H 2.2245 -1.9106 0.5305 0.2 -0.1 0.0
H 3.4756 -0.7155 0.9045 -0.1 0.1 0.0
H 3.4096 -1.4124 -0.7019 -0.1 -0.1 0.0

Entry 4:
17
Properties=species:S:1:pos:R:3:forces:R:3 method="wB97M-V/def2-TZVPD" multiplicity=1 e_lumo_ha=0.040 energy_ev=-8430.470
O 1.7300 -1.2272 2.0298 0.2 0.1 -0.5
C 2.1928 -0.9839 0.9401 -0.1 -0.1 0.3
C 1.6107 -0.0060 -0.0535 -0.1 0.0 0.0
C 0.3461 0.7057 0.4412 -0.1 0.0 0.1
C -0.7909 0.7053 -0.5605 0.1 0.1 -0.1
C -1.4733 -0.5950 -0.8841 0.0 -0.2 -0.1
C -2.1910 0.4531 -0.0790 -0.2 0.1 0.1
H 3.1125 -1.5025 0.5938 -0.1 0.0 0.1
H 2.4192 0.6874 -0.3239 -0.1 -0.1 0.0
H 1.4034 -0.5808 -0.9685 0.1 0.0 0.1
H 0.5814 1.7372 0.7273 0.0 -0.1 0.0
H 0.0139 0.2029 1.3571 0.0 0.1 -0.1
H -0.6864 1.4081 -1.3866 0.0 -0.1 0.1
H -1.8056 -0.7720 -1.9039 0.1 0.0 0.2
H -1.1248 -1.4867 -0.3658 -0.1 0.2 -0.1
H -3.0130 0.9869 -0.5478 0.2 -0.1 0.1
H -2.3251 0.2675 0.9843 0.0 0.0 -0.2

Entry 5:
17
Properties=species:S:1:pos:R:3:forces:R:3 method="wB97M-V/def2-TZVPD" multiplicity=1 e_lumo_ha=0.023 energy_ev=-8428.927
C 0.4329 1.0663 1.1226 -0.1 -0.3 -0.1
C 0.6396 -0.1506 0.2321 0.8 0.2 -1.7
C 2.1149 -0.3222 -0.1244 0.0 0.0 0.3
C -0.1730 0.0181 -1.1809 1.1 -0.3 2.8
C -1.4971 -0.2466 -0.7152 -2.6 -1.2 -0.1
C -2.5306 -0.7546 -0.3044 1.0 1.6 -1.3
O -3.8430 -0.9260 -0.3388 -0.1 -0.4 0.5
H 1.0266 0.9789 2.0337 0.0 0.0 0.0
H 0.7374 1.9745 0.6053 0.1 0.1 0.0
H -0.6119 1.1629 1.4057 -0.1 0.1 0.0
H 0.2987 -1.0503 0.7523 -0.2 0.1 -0.3
H 2.7051 -0.4641 0.7831 0.1 0.0 0.0
H 2.2715 -1.1927 -0.7645 0.0 0.1 0.0
H 2.4860 0.5695 -0.6418 0.0 -0.1 0.0
H -0.0151 1.0520 -1.4922 -0.1 -0.1 -0.3
H 0.1415 -0.7141 -1.9294 0.1 0.2 0.1
H -4.1835 -1.0008 0.5569 -0.1 -0.1 0.1

Entry 6:
17
Properties=species:S:1:pos:R:3:forces:R:3 method="wB97M-V/def2-TZVPD" multiplicity=1 e_lumo_ha="0.031 / 0.008" energy_ev=-8425.439
C -1.6228 2.9026 1.5736 0.2 0.7 -0.2
C -1.9355 1.6654 1.7846 0.0 -0.3 -0.1
C 0.4572 0.2415 -1.0416 0.1 0.2 0.0
C -0.0112 -1.2197 -1.0215 0.2 -0.3 0.4
C 0.0059 -0.4022 0.1997 -0.4 0.4 0.0
C 0.9891 -2.3393 -1.2072 -0.1 0.3 0.0
O 0.6913 -0.6522 1.3401 0.3 -0.4 -0.2
H -2.0787 3.7408 2.1068 -0.1 -0.2 0.1
H -0.8863 3.2030 0.8421 0.2 0.0 -0.2
H -2.6207 1.1753 2.4421 -0.2 -0.4 0.2
H 1.5145 0.4458 -1.1790 0.1 -0.2 0.0
H -0.1814 0.9662 -1.5229 -0.1 0.1 0.0
H -0.9739 -1.4098 -1.4784 -0.1 0.1 0.0
H 1.0353 -2.6338 -2.2538 0.1 0.0 -0.1
H 0.7079 -3.2066 -0.6172 0.0 -0.1 0.1
H 1.9772 -2.0201 -0.8875 0.1 0.0 0.0
H 1.1045 0.1510 1.6755 -0.2 0.1 -0.1

Entry 7:
17
Properties=species:S:1:pos:R:3:forces:R:3 method="wB97M-V/def2-TZVPD" multiplicity=1 e_lumo_ha="-0.044 / -0.005" energy_ev=-8425.588
C 1.1006 -0.4407 0.0716 0.6 -0.6 -0.6
C 0.8943 1.2589 1.2085 -0.2 1.0 0.2
O -0.1452 1.8829 0.8911 0.9 -0.1 0.1
C -1.2522 -0.2813 0.9571 -0.5 -0.6 0.4
C -1.6617 -0.5549 -0.3875 0.2 0.2 -0.3
C -0.8400 -0.5515 -1.4551 -0.4 -0.1 0.1
C 0.6068 -0.2311 -1.3250 -0.2 0.2 0.0
H 0.9283 -1.4659 0.4187 -0.1 0.3 0.2
H 2.1750 -0.2435 0.1549 -0.2 0.2 0.1
H 0.9768 0.6352 2.1176 -0.3 -0.1 -0.2
H 1.8790 1.7262 0.9798 -0.2 -0.2 -0.1
H -0.7011 -0.9677 1.5812 0.0 0.0 -0.2
H -1.8561 0.4482 1.4895 0.1 -0.2 0.0
H -2.7380 -0.5497 -0.5681 0.1 0.0 0.0
H -1.2650 -0.6870 -2.4484 0.1 0.1 0.1
H 0.7242 0.8263 -1.6116 0.1 -0.2 0.0
H 1.1744 -0.8044 -2.0744 0.0 0.0 0.3

Entry 8:
17
Properties=species:S:1:pos:R:3:forces:R:3 method="wB97M-V/def2-TZVPD" multiplicity=1 e_lumo_ha=0.037 energy_ev=-8429.044
C 1.5020 -1.0058 -0.5261 -0.2 -0.1 -0.1
C 0.2617 -0.7452 -0.1112 0.1 -0.1 -0.2
C -0.6270 0.2734 -0.7082 0.2 0.0 -0.1
C -2.0285 -0.1714 -1.0408 -0.2 -0.1 -0.1
C -1.8121 0.8380 0.0409 0.0 0.1 0.1
H 1.9691 -0.4302 -1.3224 -0.1 -0.1 0.0
H 2.1098 -1.7677 -0.0483 -0.1 0.1 -0.1
H -0.1505 -1.3036 0.7326 0.0 0.0 -0.2
H -0.1428 0.9460 -1.4135 -0.1 -0.1 0.0
H -2.4469 0.1417 -1.9913 0.0 0.0 0.2
H -2.2857 -1.1827 -0.7382 0.0 0.2 -0.1
H -2.0872 1.8672 -0.1711 0.1 -0.2 0.0
H -1.9745 0.5421 1.0748 0.1 0.0 -0.2
C 1.9291 0.4916 1.5522 0.1 0.1 0.5
O 2.4805 -0.2757 2.3005 -0.1 0.4 -0.1
H 2.4501 1.0459 0.7488 0.2 -0.1 0.1
H 0.8532 0.7365 1.6212 0.1 0.1 0.3